{
  "formula": "C17H35F6N3O3PSbSeTi",
  "method": "ωB97M-V/def2-TZVPD",
  "mol_weight_da": 723.0,
  "s_squared": 3.768,
  "spin_multiplicity": 4,
  "homo_lumo_gap_ha": [0.2371, 0.1982],
  "energy_ha": -5490.38404,
  "total_charge": 1,
  "species": ["Sb", "Se", "Ti", "P", "F", "F", "F", "F", "F", "F", "O", "O", "O", "N", "N", "N", "C", "C", "C", "C", "C", "C", "C", "C", "C", "C", "C", "C", "C", "C", "C", "C", "C", "H", "H", "H", "H", "H", "H", "H", "H", "H", "H", "H", "H", "H", "H", "H", "H", "H", "H", "H", "H", "H", "H", "H", "H", "H", "H", "H", "H", "H", "H", "H", "H", "H", "H", "H"],
  "xyz": [[-0.020584, -2.339053, 0.777131], [2.545983, 0.387383, 3.616524], [-0.102124, 1.460299, 0.303698], [-0.234020, 3.779382, 2.111997], [0.155927, 3.823047, 3.635691], [0.163271, 5.271991, 1.794922], [1.263905, 3.244598, 1.690513], [-0.658769, 3.574536, 0.459197], [-1.778850, 4.116209, 2.365242], [-0.647511, 2.149932, 2.262646], [0.321543, -0.235072, -1.708465], [-1.570680, 1.713505, -1.222297], [-2.068371, 0.312797, 1.027977], [1.363352, 2.221515, -0.776933], [0.909317, 0.127522, 1.211239], [2.501028, 3.758903, -1.874993], [-1.682126, 0.877067, -2.364558], [-2.820888, 1.920782, -0.579331], [3.408953, 2.941937, -1.276154], [-0.609689, -3.815400, -0.806274], [2.113988, -2.864961, 1.015522], [1.277969, 3.294286, -1.554371], [-3.213329, 0.717637, 0.287199], [-0.294513, 0.429157, -2.798265], [1.586216, -0.742753, -2.101047], [2.699449, 1.995525, -0.598921], [-2.365995, -0.013934, 2.381458], [-1.954703, -3.469470, -1.404431], [2.794637, 4.903099, -2.686760], [-1.924548, -3.950633, 2.793286], [1.543166, 0.266957, 2.218264], [2.507807, -4.244436, 0.517582], [-0.479197, -3.566342, 2.580258], [-2.262602, -4.243255, -2.108294], [-3.566198, -0.124118, -0.328083], [2.355474, -4.347141, -0.555038], [-4.026116, 1.028336, 0.951360], [-2.321392, -4.491155, 1.937655], [0.322466, 1.288167, -3.107545], [-3.602735, 2.137248, -1.319389], [2.290947, -2.798531, 2.090057], [-1.425876, -0.286980, 2.860939], [-1.994606, -4.604109, 3.661588], [-2.727315, -3.380076, -0.641210], [-0.093414, -2.997888, 3.424862], [-0.382805, -0.263117, -3.651694], [0.369478, 3.770876, -1.873227], [0.134898, -4.454190, 2.449288], [-2.168253, 1.429548, -3.183870], [3.523984, 5.540827, -2.189806], [-2.271218, -0.017314, -2.125772], [-3.057758, -0.861429, 2.432418], [3.048633, 1.191436, 0.023017], [2.718598, -2.096596, 0.533692], [4.463334, 3.093883, -1.371491], [1.938651, -5.022952, 1.021580], [1.884329, 5.473792, -2.852877], [-2.794739, 0.843689, 2.906278], [3.201240, 4.590869, -3.650052], [3.564648, -4.419312, 0.723154], [-0.615283, -4.773346, -0.296123], [0.167263, -3.811720, -1.566485], [-2.549343, -3.081644, 2.981317], [-2.693165, 2.799862, 0.059958], [1.477834, -1.409664, -2.965923], [1.987929, -1.293987, -1.253887], [2.269612, 0.068883, -2.368751], [-1.897116, -2.524904, -1.945196]],
  "forces_ev_per_angstrom": [[1.19, -1.69, 0.58], [0.08, 0.06, 0.25], [-3.25, 0.10, -0.52], [0.24, 0.35, 0.08], [-0.18, 0.15, -0.27], [-0.14, -0.20, 0.18], [-0.68, 0.49, 0.42], [0.11, 0.11, 0.40], [0.46, 0.13, 0.12], [0.12, 0.40, 0.07], [-0.31, 0.04, -0.15], [-0.40, -0.07, -0.61], [-0.15, 0.09, -0.13], [1.82, 1.51, -1.61], [1.48, -2.35, 1.68], [-0.74, -0.43, 0.33], [0.39, -0.45, -0.60], [-0.79, 0.18, 0.61], [0.26, -0.53, 0.32], [-0.01, 0.77, 0.15], [-0.34, 0.41, -0.17], [0.37, -0.03, 0.01], [-0.07, 0.16, -0.58], [-0.32, 0.17, -0.10], [0.17, -0.09, -0.07], [0.47, 0.15, -0.17], [0.03, -0.14, 0.31], [-0.07, 0.01, -0.03], [0.22, 0.51, -0.53], [-0.01, 0.05, -0.06], [0.20, -0.71, -0.24], [-0.23, 0.04, -0.07], [-0.20, 0.71, -0.25], [-0.07, 0.01, -0.03], [0.03, 0.11, 0.20], [0.02, -0.08, -0.08], [0.07, -0.05, -0.05], [-0.14, -0.07, -0.07], [-0.13, -0.17, 0.06], [0.13, -0.06, 0.09], [-0.09, 0.21, 0.00], [-0.04, 0.06, 0.00], [-0.09, -0.06, 0.05], [-0.08, -0.02, -0.01], [0.13, 0.04, 0.00], [-0.06, 0.21, 0.12], [-0.10, 0.07, 0.02], [0.27, 0.04, -0.20], [0.07, -0.15, 0.23], [-0.06, -0.02, 0.03], [-0.01, 0.16, 0.00], [0.01, 0.08, -0.08], [0.11, 0.00, 0.04], [-0.06, 0.07, 0.12], [0.24, 0.08, -0.01], [-0.01, -0.15, -0.02], [0.01, -0.01, 0.02], [0.06, -0.04, -0.06], [-0.04, 0.05, 0.03], [-0.01, -0.02, 0.01], [0.11, -0.10, 0.23], [0.17, 0.02, 0.08], [-0.11, 0.03, 0.01], [-0.02, -0.16, -0.18], [-0.01, 0.01, 0.13], [0.08, 0.04, -0.07], [-0.03, -0.04, 0.06], [-0.07, 0.04, -0.04]]
}

{
  "formula": "C4H7O3S",
  "method": "ωB97M-V/def2-TZVPD",
  "mol_weight_da": 135.2,
  "homo_lumo_gap_ha": [0.2504, 0.2507],
  "energy_ha": -780.37798,
  "total_charge": -1,
  "species": ["S", "O", "O", "O", "C", "C", "C", "C", "H", "H", "H", "H", "H", "H", "H"],
  "xyz": [[-0.147796, -0.405466, 1.368098], [-1.274118, 0.571279, 1.464236], [1.603847, 0.464208, -2.009290], [0.030593, -1.156499, 2.619296], [-0.553655, -1.667445, 0.088909], [0.909518, 0.839660, -1.112539], [-0.349978, 1.688185, -1.142083], [1.435545, 0.276017, 1.293421], [-1.323510, -2.332259, 0.425213], [-0.947413, 1.406631, -0.199971], [-0.052277, 2.637070, -0.881077], [-0.914852, 1.557847, -2.139514], [2.108409, -0.627769, 1.188949], [0.319244, -2.245086, -0.248831], [-0.843559, -1.006371, -0.714817]],
  "forces_ev_per_angstrom": [[0.74, -0.01, 2.81], [1.20, -1.33, -1.02], [-0.51, 0.27, -0.04], [-0.76, -0.82, -0.01], [0.76, 1.16, -0.16], [0.68, -0.58, 2.32], [-1.41, -3.22, -0.36], [-0.80, 0.51, -3.10], [-0.59, -0.09, 0.26], [0.44, 0.16, -1.73], [0.75, 2.58, -0.01], [0.80, 0.54, 1.47], [-0.70, 0.73, -0.35], [-0.08, 0.42, 0.50], [-0.52, -0.33, -0.56]]
}